Entry 1:
Density functional theory data (wB97M-V/def2-TZVPD) for a cluster of 8 separate species, C8H32N16O8 in total.

**HOMO**: -0.3111 hartree
**Frontier orbital gap**: 8.59 eV
**LUMO level**: 0.13 eV
**Structure (SMILES)**: NC(N)=O.NC(N)=O.NC(N)=O.NC(N)=O.NC(N)=O.NC(N)=O.NC(N)=O.NC(N)=O

```
! RIJCOSX wB97M-V def2-TZVPD def2/J DEFGRID3
* xyz 0 1
N -2.746 0.157 -0.211
C -3.389 0.632 -1.249
N -4.089 1.630 -0.912
O -3.419 0.141 -2.346
H -2.106 -0.604 -0.392
H -2.693 0.564 0.712
H -4.098 1.791 0.085
H -4.966 1.661 -1.412
N -1.970 3.368 2.833
C -1.537 3.231 1.620
N -1.715 4.206 0.761
O -0.841 2.294 1.413
H -1.692 2.544 3.346
H -2.684 4.068 2.980
H -2.311 4.971 1.043
H -1.727 3.801 -0.164
N -0.813 -0.894 4.654
C -1.348 0.261 4.423
N -2.233 0.189 3.435
O -1.043 1.204 5.123
H -0.412 -1.167 5.539
H -1.303 -1.636 4.175
H -2.410 -0.772 3.181
H -2.932 0.912 3.341
N 4.626 -0.466 -3.147
C 3.550 -0.183 -3.796
N 3.663 -0.413 -5.045
O 2.493 0.191 -3.246
H 4.672 -0.397 -2.140
H 5.401 -0.723 -3.742
H 2.787 -0.375 -5.546
H 4.417 -0.794 -5.599
N 1.692 2.481 -4.239
C 0.793 3.257 -3.686
N 0.310 4.215 -4.489
O 0.392 3.151 -2.509
H 1.794 1.670 -3.646
H 2.219 2.542 -5.098
H 0.472 4.091 -5.478
H -0.486 4.728 -4.138
N 0.138 -0.534 1.297
C 0.818 -0.515 0.200
N 0.785 0.666 -0.397
O 1.487 -1.399 -0.224
H -0.084 0.378 1.669
H -0.046 -1.388 1.803
H 0.122 1.382 -0.140
H 1.377 0.748 -1.212
N 4.195 -3.311 0.032
C 4.113 -3.278 1.312
N 3.200 -2.465 1.675
O 4.904 -3.876 2.073
H 3.486 -2.749 -0.418
H 4.735 -4.042 -0.409
H 2.522 -2.046 1.055
H 3.049 -2.428 2.673
N -2.052 -3.498 0.613
C -2.031 -3.642 1.886
N -2.837 -4.590 2.294
O -1.477 -2.759 2.515
H -1.396 -2.874 0.166
H -2.888 -3.678 0.076
H -2.931 -4.546 3.299
H -3.509 -5.084 1.724
*
```

Entry 2:
Density functional theory data (wB97M-V/def2-TZVPD) for the molecule C5H8O.

**HOMO**: -0.3441 hartree
**Frontier orbital gap**: 10.43 eV
**LUMO level**: 1.07 eV
**Structure (SMILES)**: C1=CCOCC1

```
! RIJCOSX wB97M-V def2-TZVPD def2/J DEFGRID3
* xyz 0 1
C -1.306 -0.271 -0.027
C -1.010 0.991 0.267
C 0.410 1.456 0.410
O 1.336 0.406 0.570
C 1.173 -0.725 -0.263
C -0.248 -1.311 -0.267
H -2.343 -0.594 -0.094
H -1.790 1.732 0.428
H 0.512 2.063 1.317
H 0.674 2.113 -0.440
H 1.874 -1.459 0.146
H 1.494 -0.505 -1.294
H -0.429 -1.790 -1.239
H -0.346 -2.106 0.484
*
```

Entry 3:
Density functional theory data (wB97M-V/def2-TZVPD) for a structure of composition C31H31CoN5O6PS2.

**HOMO (alpha / beta)**: -0.1948 / -0.1931 hartree
**Frontier orbital gap (alpha / beta)**: 7.53 / 7.49 eV
**LUMO level (alpha / beta)**: 2.23 / 2.23 eV

```
! RIJCOSX wB97M-V def2-TZVPD def2/J DEFGRID3
* xyz -1 2
Co -0.002 0.200 0.017
C 4.103 1.067 1.611
C 2.612 1.195 1.644
N 1.826 0.315 2.125
N 2.394 -0.833 2.588
C 1.660 -1.656 3.390
N 2.101 -2.948 3.346
S 0.438 -1.143 4.381
C 1.916 2.386 1.080
C 2.527 3.631 1.044
C 1.801 4.722 0.592
C 0.499 4.533 0.176
C -0.023 3.249 0.203
N 0.663 2.199 0.642
H 4.371 0.177 1.035
H 4.500 0.961 2.624
H 4.578 1.916 1.129
H 3.100 -1.253 1.991
H 2.339 -3.264 2.410
H 1.480 -3.575 3.832
H 3.543 3.752 1.389
H 2.255 5.704 0.565
H -0.105 5.347 -0.198
H -1.005 3.042 -0.197
C 1.640 -3.663 -6.721
C 1.850 -3.124 -5.330
C 0.781 -2.985 -4.449
C 0.966 -2.483 -3.170
C 2.245 -2.121 -2.769
C 3.326 -2.251 -3.627
C 3.122 -2.753 -4.904
S 2.443 -1.476 -1.128
O 1.889 -2.458 -0.212
O 3.878 -1.239 -0.967
N 1.601 -0.167 -1.049
C 1.862 0.871 -2.042
C 0.572 1.631 -2.407
O 0.654 2.486 -3.288
O -0.468 1.337 -1.726
H 0.599 -3.942 -6.880
H 2.258 -4.546 -6.898
H 1.909 -2.919 -7.474
H -0.217 -3.263 -4.765
H 0.132 -2.360 -2.486
H 4.309 -1.958 -3.284
H 3.962 -2.852 -5.583
H 2.283 0.474 -2.969
H 2.578 1.617 -1.672
O -2.680 -2.096 -1.957
C -2.135 -1.282 -1.229
O -0.925 -1.376 -0.782
C -2.906 -0.040 -0.738
P -2.109 0.307 0.859
C -2.834 -0.976 1.937
C -3.917 -0.712 2.773
C -4.485 -1.730 3.526
C -3.982 -3.020 3.444
C -2.908 -3.288 2.609
C -2.328 -2.274 1.863
C -2.793 1.855 1.526
C -3.727 2.629 0.848
C -4.128 3.857 1.362
C -3.600 4.315 2.559
C -2.666 3.545 3.245
C -2.260 2.327 2.728
H -3.976 -0.235 -0.689
H -2.674 0.776 -1.426
H -4.321 0.290 2.842
H -5.324 -1.511 4.176
H -4.424 -3.813 4.034
H -2.509 -4.292 2.540
H -1.484 -2.483 1.219
H -4.135 2.279 -0.092
H -4.851 4.455 0.823
H -3.911 5.273 2.957
H -2.246 3.903 4.176
H -1.512 1.735 3.247
*
```

Entry 4:
Density functional theory data (wB97M-V/def2-TZVPD) for the ion C5H8N2O2 with charge -2.

**HOMO**: 0.0729 hartree
**Frontier orbital gap**: 4.49 eV
**LUMO level**: 6.48 eV

```
! RIJCOSX wB97M-V def2-TZVPD def2/J DEFGRID3
* xyz -2 1
C 1.313 1.627 0.169
C 1.994 0.304 0.082
C -0.799 0.583 0.365
C -2.065 -1.492 -0.145
C -0.709 -0.741 -0.370
N 0.038 1.724 0.194
N 3.282 0.228 0.455
O -0.587 2.878 0.217
O 3.816 -1.020 0.467
H 1.924 2.533 0.325
H 1.364 -0.518 -0.290
H -1.845 0.861 0.196
H -1.930 -2.519 0.128
H -2.743 -1.484 -1.136
H -2.594 -0.924 0.688
H -0.555 -0.710 -1.389
H 0.097 -1.329 0.044
*
```

Entry 5:
Density functional theory data (wB97M-V/def2-TZVPD) for a structure of composition C42H41NO4P2Sr.

**HOMO**: -0.2399 hartree
**Frontier orbital gap**: 5.87 eV
**LUMO level**: -0.66 eV

```
! RIJCOSX wB97M-V def2-TZVPD def2/J DEFGRID3
* xyz 0 1
Sr 1.685 -0.138 -3.764
C -2.578 0.434 -0.089
C -3.549 0.486 -1.039
C -3.985 1.732 -1.766
C -2.799 2.410 -2.469
C -1.838 3.232 -1.684
C -1.883 3.546 -0.391
C -2.842 2.976 0.615
C -2.677 1.463 1.003
C 3.198 0.244 -1.530
H -1.984 -0.487 0.095
H -4.177 -0.403 -1.297
H -4.605 2.454 -1.213
H -4.628 1.336 -2.566
H -2.215 1.599 -2.931
H -3.163 3.006 -3.331
H -1.004 3.583 -2.302
H -1.082 4.171 -0.002
H -3.866 3.242 0.310
H -2.653 3.520 1.551
H -1.849 1.379 1.707
H -3.630 1.201 1.513
H 3.294 -0.388 -0.627
H 2.419 1.017 -1.311
H 4.158 0.705 -1.812
P 0.252 -2.494 -6.900
P 2.386 0.362 -7.663
C -0.188 -0.844 -7.396
C 0.619 0.122 -7.918
C -0.363 -3.490 -8.362
C -1.396 -3.063 -9.216
C -1.606 -3.681 -10.461
C -0.810 -4.769 -10.841
C 0.147 -5.283 -9.952
C 0.360 -4.655 -8.718
C -1.040 -2.697 -5.565
C -0.985 -1.858 -4.442
C -1.940 -1.914 -3.422
C -3.028 -2.785 -3.536
C -3.127 -3.597 -4.673
C -2.131 -3.565 -5.665
C 2.879 0.722 -9.410
C 2.438 -0.160 -10.430
C 2.767 0.090 -11.766
C 3.527 1.213 -12.100
C 3.945 2.097 -11.097
C 3.632 1.864 -9.756
C 2.458 2.011 -6.820
C 3.614 2.378 -6.103
C 3.701 3.626 -5.486
C 2.652 4.548 -5.593
C 1.527 4.214 -6.362
C 1.431 2.950 -6.965
H -1.266 -0.674 -7.359
H 0.194 0.828 -8.658
H -2.050 -2.235 -8.935
H -2.386 -3.328 -11.145
H -0.932 -5.232 -11.823
H 0.735 -6.174 -10.221
H 1.106 -5.063 -8.028
H -0.343 -0.964 -4.522
H -1.858 -1.252 -2.554
H -3.795 -2.822 -2.757
H -4.001 -4.245 -4.802
H -2.220 -4.189 -6.550
H 1.815 -1.036 -10.212
H 2.451 -0.597 -12.548
H 3.810 1.399 -13.142
H 4.541 2.976 -11.363
H 3.973 2.581 -9.006
H 4.450 1.676 -6.034
H 4.580 3.866 -4.880
H 2.695 5.493 -5.042
H 0.699 4.927 -6.433
H 0.538 2.695 -7.537
O 0.635 -1.798 -2.078
C 0.406 -0.712 -1.404
O 0.029 0.392 -2.029
C 0.843 -0.642 0.065
C 0.661 0.517 0.850
C 0.814 0.451 2.242
C 1.306 -0.712 2.853
C 1.970 -1.662 2.017
C 1.688 -1.634 0.655
N 0.806 -0.958 4.190
O -0.021 -0.076 4.555
O 1.141 -1.942 4.875
H 0.452 1.490 0.413
H 0.482 1.284 2.845
H 2.651 -2.381 2.479
H 2.162 -2.354 -0.008
*
```

Entry 6:
Density functional theory data (wB97M-V/def2-TZVPD) for a structure of composition C43H34N9NaO5S4Se.

**HOMO**: -0.0711 hartree
**Frontier orbital gap**: 4.73 eV
**LUMO level**: 2.79 eV

```
! RIJCOSX wB97M-V def2-TZVPD def2/J DEFGRID3
* xyz -2 1
Na 9.386 12.189 20.766
O 7.779 13.199 19.423
N 7.777 12.905 18.236
N 8.928 12.221 17.878
O 9.939 12.205 18.638
C 9.101 11.801 16.548
C 8.021 12.033 15.711
C 8.160 11.928 14.307
C 9.450 11.642 13.784
C 10.492 11.397 14.680
C 10.352 11.632 15.997
H 7.052 12.225 16.154
H 7.348 12.150 13.618
H 9.611 11.606 12.681
H 11.447 11.026 14.257
H 11.249 11.671 16.614
C 6.882 6.530 30.009
O 8.321 6.672 30.276
C 9.039 7.319 29.339
C 10.079 6.656 28.617
C 10.805 7.298 27.649
C 10.695 8.678 27.482
C 9.834 9.382 28.312
C 8.973 8.726 29.235
N 11.488 9.508 26.723
N 12.100 8.960 25.722
C 12.292 9.715 24.550
C 12.615 8.926 23.430
C 12.472 9.368 22.147
C 11.798 10.638 21.959
O 11.093 10.769 20.909
C 11.526 11.485 23.136
N 10.773 12.582 22.914
C 10.221 13.231 23.914
C 10.512 12.891 25.233
C 11.389 11.871 25.524
C 11.839 11.066 24.465
H 6.484 5.690 30.562
H 6.718 6.365 28.877
H 6.304 7.432 30.229
H 10.386 5.576 28.875
H 11.362 6.652 26.947
H 9.935 10.461 28.276
H 8.270 9.231 29.859
H 12.971 7.917 23.738
H 12.685 8.805 21.251
H 9.614 14.136 23.778
H 10.105 13.502 26.058
H 11.855 11.771 26.538
Se 8.096 16.170 20.009
N 9.610 15.099 20.279
C 10.543 15.927 20.740
C 11.902 15.615 21.018
C 12.786 16.626 21.348
C 12.306 17.962 21.590
C 10.985 18.262 21.451
C 10.069 17.322 20.934
N 8.839 17.698 20.658
H 12.274 14.591 20.870
H 13.870 16.412 21.270
H 13.068 18.725 21.896
H 10.580 19.215 21.795
S 14.429 5.455 13.682
C 13.663 6.727 14.475
S 14.143 7.391 16.022
C 12.644 8.372 15.999
N 11.909 8.282 14.854
N 12.630 7.485 13.990
C 12.236 7.608 12.649
C 11.020 8.224 12.418
C 10.461 8.175 11.109
C 11.181 7.624 10.098
C 12.434 7.077 10.304
C 12.987 7.056 11.582
S 11.976 9.170 17.360
H 10.491 8.639 13.271
H 9.397 8.552 11.015
H 10.850 7.627 9.077
H 13.002 6.722 9.466
H 13.941 6.503 11.828
C 5.763 9.617 18.899
S 7.534 9.397 19.221
O 7.808 10.340 20.391
C 7.590 7.732 20.119
C 7.025 7.595 21.361
C 6.863 6.360 22.009
C 7.318 5.238 21.355
C 7.902 5.400 20.113
C 8.145 6.641 19.506
H 5.583 8.780 18.160
H 5.626 10.587 18.427
H 5.159 9.536 19.801
H 6.739 8.491 21.884
H 6.320 6.355 22.909
H 7.107 4.215 21.731
H 8.322 4.521 19.637
H 8.470 6.635 18.460
*
```

Entry 7:
Density functional theory data (wB97M-V/def2-TZVPD) for a cluster of 2 separate species, C7H14N2O in total.

**HOMO**: -0.2758 hartree
**Frontier orbital gap**: 8.23 eV
**LUMO level**: 0.73 eV

```
! RIJCOSX wB97M-V def2-TZVPD def2/J DEFGRID3
* xyz 0 1
C 2.487 0.267 -0.212
C -1.273 0.260 0.316
C -1.778 -0.946 -0.004
C 3.639 1.032 -0.537
C -0.676 1.131 -0.728
C -1.109 0.857 1.768
C -1.882 -1.407 -1.413
N 1.955 -0.570 0.410
N 1.272 -1.410 0.967
O -2.396 -1.797 0.902
H 3.259 2.109 -0.769
H 4.029 0.505 -1.371
H 4.346 1.175 0.329
H -0.042 0.496 -1.357
H 0.050 1.889 -0.263
H -1.377 1.690 -1.342
H -1.327 1.846 1.815
H -0.073 0.898 1.870
H -1.743 0.238 2.526
H -1.052 -1.367 -2.068
H -2.651 -0.883 -1.984
H -2.371 -2.364 -1.335
H 1.459 -2.368 0.803
H -2.746 -1.280 1.674
*
```

Entry 8:
Density functional theory data (wB97M-V/def2-TZVPD) for the ion C7H11N2O2 with charge +1.

**HOMO (alpha / beta)**: -0.4544 / -0.4544 hartree
**Frontier orbital gap (alpha / beta)**: 7.99 / 7.99 eV
**LUMO level (alpha / beta)**: -4.37 / -4.37 eV
**Structure (SMILES)**: C/[NH+]=C/[C@]1([NH2+]C)C=C([O-])C1=O

```
! RIJCOSX wB97M-V def2-TZVPD def2/J DEFGRID3
* xyz 1 1
C 0.153 0.587 3.068
N 0.001 0.606 1.623
C 0.020 -0.408 0.721
C 0.243 -0.164 -0.765
N -0.866 -0.547 -1.844
C -2.107 -0.980 -1.214
C 1.735 -0.516 -0.687
C 2.211 0.818 -0.709
O 3.288 1.252 -0.558
C 0.821 1.269 -1.174
O 0.376 1.987 -2.055
H -0.096 -0.319 3.392
H 1.234 0.767 3.139
H -0.560 1.250 3.464
H 0.077 1.585 1.427
H -0.016 -1.541 0.951
H -0.854 0.362 -2.247
H -0.303 -1.083 -2.515
H -2.997 -1.295 -1.939
H -1.828 -1.889 -0.710
H -2.681 -0.200 -0.705
H 2.150 -1.541 -0.663
*
```

| no. | maximum force (hartree/bohr) | E_tot (hartree) |
| --- | --- | --- |
| 1 | 0.1405 | -1802.2417 |
| 2 | 0.0049 | -270.5172 |
| 3 | 0.0172 | -4445.7903 |
| 4 | 0.0598 | -455.0254 |
| 5 | 0.0571 | -2693.8955 |
| 6 | 0.0732 | -6684.2694 |
| 7 | 0.1027 | -459.6975 |
| 8 | 0.0830 | -532.8894 |